(w)
Below is a cluster of 2 separate species, C4H11NO in total, with properties calculated with ωB97M-V with the def2-TZVPD basis set.

Properties
Spin multiplicity: 2
E_HOMO (spin up / spin down): -0.529 / -0.529 Eh
Kohn-Sham gap (spin up / spin down): 10.14 / 4.22 eV
Total charge: +1
Lowest unoccupied orbital energy (spin up / spin down): -4.25 / -10.17 eV
Expectation value of S²: 0.77

Each line ends with the Löwdin spin population.
CARTESIAN COORDINATES (ANGSTROEM)
C (-0.739, 1.655, 1.201)  0.07
C (0.463, 1.247, 2.089)  0.07
O (0.508, 1.027, 3.191)  0.40
N (1.634, 1.336, 1.239)  0.43
H (-1.604, 2.112, 1.655)  0.00
H (-1.252, 0.717, 0.830)  0.01
H (2.482, 1.214, 1.694)  0.01
H (1.690, 1.915, 0.411)  0.01
H (-0.429, 2.114, 0.276)  0.00
C (0.057, -1.852, -0.903)  0.00
C (-0.687, -1.468, -2.241)  0.00
H (-0.013, -1.118, -0.103)  0.00
H (-0.449, -2.786, -0.558)  0.00
H (1.124, -1.909, -1.259)  0.00
H (-1.737, -1.163, -1.916)  0.00
H (-0.187, -0.692, -2.760)  0.00
H (-0.861, -2.348, -2.847)  0.00

(x)
Below is a cluster of 2 separate species, C4H11NO in total, with properties calculated with ωB97M-V with the def2-TZVPD basis set.

Properties
Spin multiplicity: 2
E_HOMO (spin up / spin down): -0.494 / -0.494 Eh
Kohn-Sham gap (spin up / spin down): 9.39 / 6.43 eV
Total charge: +1
Lowest unoccupied orbital energy (spin up / spin down): -4.05 / -7.01 eV
Expectation value of S²: 0.76

Each line ends with the Löwdin spin population.
CARTESIAN COORDINATES (ANGSTROEM)
C (-1.919, -1.428, 0.148)  0.01
C (-2.056, -0.442, -1.013)  0.01
C (-1.037, 0.667, -0.990)  0.15
C (0.148, 0.579, -0.243)  0.57
N (-1.151, 1.569, -1.925)  0.20
H (-0.932, -1.880, 0.187)  0.00
H (-1.970, -0.801, 1.041)  0.00
H (-2.751, -2.116, 0.178)  0.00
H (-1.927, -0.890, -1.991)  0.00
H (-3.043, -0.024, -0.876)  0.00
H (0.098, 0.207, 0.774)  0.02
H (1.078, 1.014, -0.564)  0.03
H (-0.324, 2.062, -2.247)  0.00
H (-1.985, 1.648, -2.486)  0.00
H (6.680, -0.017, 3.359)  0.00
H (5.268, 0.155, 3.651)  0.00
O (5.821, -0.303, 2.997)  0.00

(y)
Below is a cluster of 2 separate species, C4H11NO in total, with properties calculated with ωB97M-V with the def2-TZVPD basis set.

Properties
Spin multiplicity: 2
E_HOMO (spin up / spin down): -0.554 / -0.554 Eh
Kohn-Sham gap (spin up / spin down): 10.57 / 5.90 eV
Total charge: +1
Lowest unoccupied orbital energy (spin up / spin down): -4.49 / -9.16 eV
Expectation value of S²: 0.75

Each line ends with the Löwdin spin population.
CARTESIAN COORDINATES (ANGSTROEM)
C (-0.996, -0.429, 1.946)  0.06
C (-1.422, 0.783, 1.169)  0.08
O (-0.789, 1.871, 1.304)  0.82
N (-2.442, 0.752, 0.340)  0.02
H (-1.123, -0.262, 3.015)  0.00
H (0.024, -0.669, 1.669)  0.00
H (-2.798, 1.626, -0.041)  0.00
H (-3.113, -0.007, 0.323)  0.00
H (-1.638, -1.239, 1.614)  0.01
C (1.113, -0.413, -1.024)  0.00
C (2.439, -0.210, -1.817)  0.00
H (1.341, -0.276, 0.035)  0.00
H (0.726, -1.416, -1.188)  0.00
H (0.375, 0.349, -1.314)  0.00
H (3.294, -0.192, -1.138)  0.00
H (2.449, 0.744, -2.339)  0.00
H (2.560, -1.013, -2.555)  0.00

Order from most stable to least stable according to the calculation: (x), (y), (w)

(w)
Below is a cluster of 2 separate species, C4H11NO in total, with properties calculated with ωB97M-V with the def2-TZVPD basis set.

Properties
Spin multiplicity: 2
E_HOMO (spin up / spin down): -0.529 / -0.529 Eh
Kohn-Sham gap (spin up / spin down): 10.04 / 7.37 eV
Total charge: +1
Lowest unoccupied orbital energy (spin up / spin down): -4.36 / -7.03 eV
Expectation value of S²: 0.76

Each line ends with the Löwdin spin population.
CARTESIAN COORDINATES (ANGSTROEM)
C (-1.146, 1.852, 1.096)  0.14
C (-1.677, 2.006, -0.175)  0.57
N (-0.488, 0.770, 1.447)  0.22
H (-1.084, 2.640, 1.843)  0.01
H (-2.490, 2.718, -0.285)  0.03
H (-1.138, 1.770, -1.086)  0.02
H (-0.329, -0.018, 0.808)  0.00
H (-0.060, 0.753, 2.358)  0.00
H (0.740, -1.783, 1.242)  0.00
C (0.662, -1.822, -0.777)  0.00
O (1.073, -1.298, 0.476)  0.00
C (1.269, -0.999, -1.901)  0.00
H (0.903, -2.881, -0.913)  0.00
H (-0.434, -1.809, -0.888)  0.00
H (0.633, -1.077, -2.782)  0.00
H (1.198, 0.052, -1.588)  0.00
H (2.307, -1.245, -2.103)  0.00

(x)
Below is a cluster of 2 separate species, C4H11NO in total, with properties calculated with ωB97M-V with the def2-TZVPD basis set.

Properties
Spin multiplicity: 2
E_HOMO (spin up / spin down): -0.534 / -0.534 Eh
Kohn-Sham gap (spin up / spin down): 9.98 / 4.52 eV
Total charge: +1
Lowest unoccupied orbital energy (spin up / spin down): -4.56 / -10.01 eV
Expectation value of S²: 0.79

Each line ends with the Löwdin spin population.
CARTESIAN COORDINATES (ANGSTROEM)
C (2.117, 0.427, -1.307)  -0.02
C (1.528, -0.663, -0.492)  0.01
O (1.260, -0.598, 0.722)  0.53
N (1.274, -1.855, -1.086)  0.47
H (2.438, 0.064, -2.277)  0.00
H (3.010, 0.807, -0.798)  0.00
H (0.789, -2.658, -0.660)  0.01
H (1.523, -1.993, -2.062)  0.01
H (1.382, 1.234, -1.392)  -0.01
C (-2.168, 0.024, 1.517)  0.00
C (-1.617, 1.283, 0.851)  0.01
H (-2.148, -0.782, 0.776)  0.00
H (-1.573, -0.350, 2.347)  0.00
H (-3.168, 0.134, 1.932)  0.00
H (-2.430, 1.924, 0.486)  0.00
H (-1.128, 1.046, -0.076)  0.00
H (-1.089, 1.956, 1.519)  0.00

Order from most stable to least stable according to the calculation: (w), (x)

(w)
Below is a structure of composition C2H4P2, with properties calculated with ωB97M-V with the def2-TZVPD basis set.

Properties
Spin multiplicity: 1
E_HOMO (spin up / spin down): -0.304 / -0.306 Eh
Kohn-Sham gap (spin up / spin down): 7.16 / 7.19 eV
Lowest unoccupied orbital energy (spin up / spin down): -1.12 / -1.14 eV

Each line ends with the Mulliken charge.
CARTESIAN COORDINATES (ANGSTROEM)
C (-0.580, 1.171, -0.361)  -0.23
C (-0.128, -0.941, 0.543)  -0.65
P (-1.737, -0.122, -0.016)  0.03
P (0.911, 0.681, 0.393)  -0.16
H (-0.966, 1.975, -0.948)  0.38
H (-0.182, -1.565, 1.515)  0.34
H (0.091, -1.728, -0.137)  0.32
H (2.591, 0.528, -0.989)  -0.03

(x)
Below is an isolated molecule of C2H4P2, with properties calculated with ωB97M-V with the def2-TZVPD basis set.

Properties
Spin multiplicity: 1
E_HOMO: -0.338 Eh
Kohn-Sham gap: 8.38 eV
Lowest unoccupied orbital energy: -0.81 eV

Each line ends with the Mulliken charge.
CARTESIAN COORDINATES (ANGSTROEM)
C (-0.715, 1.221, -0.874)  -0.44
C (-0.768, 0.213, -0.054)  -0.43
P (0.955, -1.876, 0.746)  0.00
P (0.915, 0.028, 1.373)  0.05
H (-1.288, 1.315, -1.767)  0.29
H (0.262, 1.855, -0.763)  0.16
H (-1.504, -0.566, 0.091)  0.35
H (2.144, -2.191, 1.249)  0.02

(y)
Below is an isolated molecule of C2H4P2, with properties calculated with ωB97M-V with the def2-TZVPD basis set.

Properties
Spin multiplicity: 1
E_HOMO: -0.341 Eh
Kohn-Sham gap: 8.89 eV
Lowest unoccupied orbital energy: -0.39 eV
Structure (SMILES): [H]/P=C/C=P/[H]

Each line ends with the Mulliken charge.
CARTESIAN COORDINATES (ANGSTROEM)
H (2.991, -1.133, 0.030)  0.01
P (2.317, 0.082, 0.285)  -0.11
C (0.807, -0.515, -0.051)  -0.20
C (-0.679, 0.542, 0.095)  -0.19
P (-2.178, -0.154, 0.226)  -0.11
H (-2.874, 1.061, 0.407)  0.01
H (0.533, -1.512, -0.349)  0.29
H (-0.386, 1.573, 0.179)  0.30

Order from most stable to least stable according to the calculation: (x), (y), (w)